(1)
Computed, not measured: a structure of composition C18H16CdF5N6O3S6, with ωB97M-V with the def2-TZVPD basis set.

Orbital gap   5.9 eV
Total charge   -1
Highest occupied orbital energy   -4.039 eV

Cartesian coordinates (Å):
Cd1 0.470 -0.512 0.234
S1 -0.652 -7.639 1.266
C1 -0.260 -6.047 1.089
S2 -0.627 -4.830 2.260
C2 0.130 -3.458 1.456
C3 0.687 -3.727 0.248
S3 1.531 -2.634 -0.805
S4 0.541 -5.395 -0.297
S5 0.052 -1.939 2.287
N1 -3.568 -0.977 -1.956
C4 -3.663 -2.305 -1.615
C5 -2.463 -2.627 -1.049
N2 -1.651 -1.534 -1.038
C6 -2.326 -0.558 -1.587
C7 -1.791 0.780 -1.703
N3 -0.523 1.071 -1.496
C8 -0.420 2.435 -1.593
C9 -1.636 2.970 -1.890
N4 -2.503 1.905 -1.965
H1 -4.299 -0.433 -2.374
H2 -4.548 -2.886 -1.806
H3 -2.138 -3.567 -0.633
H4 0.529 2.935 -1.477
H5 -1.961 3.985 -2.030
H6 -3.500 1.973 -2.059
F1 -4.157 4.622 1.726
C10 -3.074 3.817 1.722
C11 -1.822 4.303 2.067
F2 -1.704 5.588 2.435
C12 -0.709 3.492 2.022
F3 0.483 4.029 2.335
C13 -0.751 2.119 1.651
O1 0.288 1.386 1.570
C14 -2.074 1.670 1.391
F4 -2.237 0.358 1.112
C15 -3.183 2.483 1.378
F5 -4.382 1.986 1.014
N5 3.040 -0.335 3.336
C16 3.081 -0.854 2.071
N6 3.527 -2.132 1.938
O2 2.821 -0.148 1.093
H7 2.850 -0.973 4.091
H8 2.514 0.525 3.375
H9 3.482 -2.753 2.728
H10 3.264 -2.542 1.046
C17 4.410 0.596 -1.330
S6 2.753 1.305 -1.554
C18 2.332 0.248 -2.983
O3 2.966 2.662 -2.133
H11 5.016 0.843 -2.200
H12 4.304 -0.479 -1.194
H13 4.830 1.039 -0.430
H14 2.123 -0.756 -2.615
H15 3.156 0.243 -3.695
H16 1.441 0.675 -3.436

Charge distribution, Mulliken scheme, values in e: atom 1 (Cd): 2.5264, atom 2 (S): -0.3170, atom 3 (C): 0.0655, atom 4 (S): -0.1043, atom 5 (C): -0.0144, atom 6 (C): -0.1465, atom 7 (S): -0.7453, atom 8 (S): -0.1133, atom 9 (S): -0.6776, atom 10 (N): -0.0754, atom 11 (C): -0.9163, atom 12 (C): -0.1537, atom 13 (N): 0.1423, atom 14 (C): 0.1975, atom 15 (C): -0.1702, atom 16 (N): 0.1034, atom 17 (C): -0.1369, atom 18 (C): -1.1350, atom 19 (N): 0.0298, atom 20 (H): 0.1709, atom 21 (H): 0.4091, atom 22 (H): 0.2983, atom 23 (H): 0.4618, atom 24 (H): 0.4223, atom 25 (H): 0.2090, atom 26 (F): -0.3543, atom 27 (C): 0.6824, atom 28 (C): 0.2855, atom 29 (F): -0.3357, atom 30 (C): 0.1146, atom 31 (F): -0.3699, atom 32 (C): 0.2263, atom 33 (O): -0.8103, atom 34 (C): 0.2470, atom 35 (F): -0.5231, atom 36 (C): -0.0220, atom 37 (F): -0.4033, atom 38 (N): -0.5206, atom 39 (C): 0.2768, atom 40 (N): -0.3449, atom 41 (O): -0.3896, atom 42 (H): 0.2322, atom 43 (H): 0.2958, atom 44 (H): 0.2543, atom 45 (H): 0.1451, atom 46 (C): -1.1237, atom 47 (S): 0.7710, atom 48 (C): -0.8313, atom 49 (O): -0.7068, atom 50 (H): 0.4510, atom 51 (H): 0.2523, atom 52 (H): 0.3304, atom 53 (H): 0.1704, atom 54 (H): 0.4433, atom 55 (H): 0.2267

=====

(2)
Computed, not measured: a structure of composition C51H70Cl2MnN7O2, with ωB97M-V with the def2-TZVPD basis set.

Expectation value of S²   8.754
Orbital gap (spin up / spin down)   5.2 / 5.3 eV
Total charge   -1
Highest occupied orbital energy (spin up / spin down)   -3.504 / -3.638 eV
Energy above the lowest of the compared OMol25 structures with the same formula, charge and spin   0.415 eV
Multiplicity   6

Cartesian coordinates (Å):
Mn1 0.032 0.074 0.223
C1 -6.178 0.916 2.170
C2 -5.066 1.895 2.541
C3 -3.874 1.854 1.633
C4 -3.622 2.678 0.576
C5 -4.458 3.819 0.086
C6 -4.011 5.156 0.681
C7 -2.296 2.339 0.098
N1 -1.789 1.313 0.807
C8 -2.714 0.992 1.760
C9 -2.526 0.054 2.767
C10 -1.352 -0.627 3.096
C11 -1.143 -1.417 4.291
C12 -2.163 -1.659 5.361
C13 -2.230 -0.511 6.369
C14 0.182 -1.758 4.299
C15 0.756 -1.205 3.091
C16 2.108 -1.322 2.724
C17 2.746 -0.709 1.669
N2 2.168 0.164 0.802
C18 3.111 0.542 -0.081
C19 2.917 1.460 -1.107
C20 1.746 2.161 -1.379
N3 0.591 2.039 -0.702
C21 -0.305 2.872 -1.297
C22 -1.624 3.014 -0.935
C23 0.335 3.589 -2.405
C24 1.601 3.130 -2.469
C25 2.681 3.476 -3.440
C26 3.724 4.433 -2.859
C27 -0.339 4.616 -3.255
C28 -0.398 5.990 -2.585
C29 4.372 -0.144 0.208
C30 4.146 -0.916 1.296
C31 5.106 -1.813 2.010
C32 5.723 -1.150 3.242
C33 5.600 -0.052 -0.640
C34 5.458 -0.877 -1.921
N4 -0.192 -0.550 2.389
C35 0.921 -2.547 5.338
C36 1.136 -4.010 4.945
H1 -7.068 1.071 2.785
H2 -5.851 -0.116 2.309
H3 -6.464 1.028 1.122
H4 -4.746 1.700 3.569
H5 -5.471 2.911 2.552
H6 -5.510 3.639 0.329
H7 -4.412 3.873 -1.006
H8 -4.098 5.138 1.769
H9 -4.604 5.991 0.299
H10 -2.962 5.342 0.444
H11 -3.364 -0.084 3.446
H12 -1.942 -2.595 5.886
H13 -3.151 -1.798 4.909
H14 -1.268 -0.383 6.870
H15 -2.994 -0.687 7.130
H16 -2.458 0.427 5.862
H17 2.726 -1.956 3.351
H18 3.757 1.637 -1.767
H19 -2.207 3.744 -1.484
H20 2.235 3.921 -4.334
H21 3.156 2.550 -3.776
H22 3.262 5.382 -2.577
H23 4.519 4.641 -3.579
H24 4.179 4.016 -1.959
H25 -1.350 4.277 -3.496
H26 0.182 4.695 -4.212
H27 -0.921 5.934 -1.627
H28 -0.916 6.717 -3.214
H29 0.607 6.365 -2.384
H30 5.897 -2.122 1.322
H31 4.596 -2.735 2.304
H32 6.271 -0.249 2.960
H33 6.413 -1.824 3.756
H34 4.947 -0.849 3.948
H35 6.470 -0.394 -0.071
H36 5.800 0.993 -0.895
H37 5.335 -1.934 -1.678
H38 6.336 -0.769 -2.563
H39 4.576 -0.574 -2.486
H40 0.377 -2.499 6.287
H41 1.892 -2.083 5.529
H42 0.174 -4.518 4.820
H43 1.705 -4.557 5.700
H44 1.675 -4.081 3.997
C37 -2.659 -4.772 1.991
N5 -1.482 -4.713 1.096
C38 -1.876 -4.630 -0.336
C39 -0.556 -3.561 1.518
C40 0.625 -3.479 0.609
C41 1.514 -4.560 0.580
C42 2.555 -4.553 -0.329
C43 2.687 -3.460 -1.183
C44 1.810 -2.388 -1.106
C45 0.729 -2.329 -0.193
H45 -3.288 -5.618 1.719
H46 -3.209 -3.839 1.874
H47 -2.314 -4.855 3.019
H48 -0.929 -5.562 1.204
H49 -2.466 -3.729 -0.479
H50 -2.457 -5.515 -0.589
H51 -0.970 -4.558 -0.932
H52 -0.350 -3.760 2.570
H53 -1.148 -2.653 1.435
H54 1.412 -5.400 1.272
H55 3.259 -5.377 -0.373
H56 3.493 -3.448 -1.910
H57 1.957 -1.550 -1.783
C46 -4.183 -2.180 -2.710
C47 -4.359 -1.091 -1.653
C48 -5.252 0.027 -2.179
C49 -4.987 -1.692 -0.387
N6 -3.054 -0.470 -1.402
N7 -2.145 -1.196 -0.631
H58 -5.117 -2.721 -2.882
H59 -3.429 -2.897 -2.379
H60 -3.841 -1.752 -3.654
H61 -6.222 -0.361 -2.496
H62 -4.775 0.516 -3.031
H63 -5.418 0.779 -1.401
H64 -6.053 -1.886 -0.532
H65 -4.876 -1.004 0.453
H66 -4.521 -2.644 -0.116
H67 -3.167 0.449 -0.984
H68 -1.419 -1.671 -1.148
H69 -2.535 -1.663 0.177
Cl1 -1.343 1.624 -4.940
C50 -1.033 -0.011 -4.272
Cl2 -0.888 -1.182 -5.614
C51 0.226 -0.008 -3.341
O1 1.333 0.191 -3.834
O2 -0.120 -0.270 -2.161
H70 -1.913 -0.278 -3.703

Results of the Mulliken charge analysis, in e, for atoms 1 through 99: atom 1 (Mn): 1.6843, atom 2 (C): -1.1165, atom 3 (C): -0.9471, atom 4 (C): 0.8396, atom 5 (C): 0.7481, atom 6 (C): -1.3913, atom 7 (C): -1.3498, atom 8 (C): -0.5356, atom 9 (N): -0.2593, atom 10 (C): 0.4045, atom 11 (C): -1.0174, atom 12 (C): -0.2307, atom 13 (C): 1.1401, atom 14 (C): -1.4301, atom 15 (C): -1.2897, atom 16 (C): 0.8010, atom 17 (C): -0.5575, atom 18 (C): -0.3829, atom 19 (C): -0.0982, atom 20 (N): -0.7227, atom 21 (C): 0.1258, atom 22 (C): -0.6800, atom 23 (C): 0.6086, atom 24 (N): -0.9224, atom 25 (C): 0.1085, atom 26 (C): -0.7195, atom 27 (C): 0.7639, atom 28 (C): 0.9333, atom 29 (C): -1.3853, atom 30 (C): -1.2016, atom 31 (C): -1.0333, atom 32 (C): -1.2258, atom 33 (C): 0.6609, atom 34 (C): 0.9296, atom 35 (C): -1.3864, atom 36 (C): -1.2859, atom 37 (C): -1.2090, atom 38 (C): -0.9371, atom 39 (N): -0.2823, atom 40 (C): -1.1920, atom 41 (C): -0.9021, atom 42 (H): 0.5149, atom 43 (H): 0.1633, atom 44 (H): 0.1878, atom 45 (H): 0.4059, atom 46 (H): 0.4126, atom 47 (H): 0.5318, atom 48 (H): 0.4650, atom 49 (H): 0.3134, atom 50 (H): 0.4124, atom 51 (H): 0.2533, atom 52 (H): 0.3532, atom 53 (H): 0.4990, atom 54 (H): 0.4147, atom 55 (H): 0.3123, atom 56 (H): 0.4150, atom 57 (H): 0.2542, atom 58 (H): 0.4584, atom 59 (H): 0.4731, atom 60 (H): 0.4805, atom 61 (H): 0.4714, atom 62 (H): 0.2843, atom 63 (H): 0.2780, atom 64 (H): 0.4027, atom 65 (H): 0.2654, atom 66 (H): 0.2811, atom 67 (H): 0.5255, atom 68 (H): 0.1755, atom 69 (H): 0.4118, atom 70 (H): 0.2696, atom 71 (H): 0.4728, atom 72 (H): 0.2846, atom 73 (H): 0.3096, atom 74 (H): 0.4123, atom 75 (H): 0.2649, atom 76 (H): 0.5005, atom 77 (H): 0.4073, atom 78 (H): 0.1469, atom 79 (H): 0.4317, atom 80 (H): 0.2258, atom 81 (H): 0.4222, atom 82 (H): 0.4405, atom 83 (H): 0.1311, atom 84 (H): 0.5043, atom 85 (H): 0.0750, atom 86 (C): -0.7027, atom 87 (N): 0.2653, atom 88 (C): -0.8754, atom 89 (C): 0.0972, atom 90 (C): 1.4024, atom 91 (C): -0.7099, atom 92 (C): -1.4194, atom 93 (C): -0.7353, atom 94 (C): -0.7405, atom 95 (C): 1.0458, atom 96 (H): 0.3453, atom 97 (H): 0.2198, atom 98 (H): 0.2555, atom 99 (H): 0.4963

=====

Q: total charge of number 1 (C18H16CdF5N6O3S6)?
A: -1

=====

Q: Which formula does entry 1 have?
A: C18H16CdF5N6O3S6

=====

Q: total charge of number 2 (C51H70Cl2MnN7O2)?
A: -1